{
  "formula": "C4Cl2InO4Rh",
  "method": "ωB97M-V/def2-TZVPD",
  "elements": ["In", "C", "Cl", "C", "O", "Rh", "O", "O", "O", "C", "Cl", "C"],
  "xyz": [[2.34, 1.41, 0.31], [-3.19, -0.30, -2.35], [-0.48, -1.31, -2.84], [-2.77, -0.27, 0.41], [2.51, 1.77, 4.02], [-1.93, -0.78, -1.11], [-4.00, -0.10, -3.14], [-3.32, 0.17, 1.34], [3.25, -1.67, -0.92], [3.50, -0.61, -0.58], [1.16, 0.04, 1.89], [2.95, 1.65, 2.97]],
  "spin_multiplicity": 5,
  "e_above_lowest_kcal_mol": 0.0,
  "energy_ha": -1672.2822,
  "e_homo_ev": [-25.92, -28.01],
  "orbital_gap_ev": [7.21, 7.09],
  "total_charge": 4,
  "s2": 6.0147
}